1.
A molecular structure, C36H33BF4N7P2S4SbSe2W. Source: OMol25; level of theory: ωB97M-V with the def2-TZVPD basis set.

Computed properties:
total charge: -1
⟨S²⟩: 0.762
2S+1: 2

The geometry in XYZ format:
```
91
Properties=species:S:1:pos:R:3:mulliken_charge:R:1
W 2.83177 -1.16321 -0.62788 0.908
C 6.52485 3.25082 -0.37715 -0.579
C 5.07182 3.67248 -0.22167 -0.598
N 4.20826 3.14502 -1.26646 -0.183
C 3.69106 1.89805 -1.28340 0.551
S 3.69068 0.96923 0.17422 -0.320
N 3.23802 1.47563 -2.43473 -1.989
N 2.60803 0.28150 -2.35025 1.119
C 1.89841 -0.07418 -3.36504 0.689
C 1.73981 0.76233 -4.59167 -1.951
C 1.22219 -1.36152 -3.26468 1.236
C 0.42944 -1.84454 -4.29477 -1.087
C -0.16576 -3.08838 -4.17381 -1.021
C 0.03538 -3.80882 -3.01742 -1.833
C 0.81542 -3.25876 -2.01694 -0.641
N 1.40490 -2.06495 -2.12604 1.097
H 7.13263 3.68319 0.42031 0.383
H 6.92560 3.59267 -1.33444 0.284
H 6.62503 2.16552 -0.32497 -0.087
H 4.97262 4.75988 -0.24436 0.360
H 4.67946 3.34018 0.73890 0.286
H 4.28559 3.55482 -2.18500 0.251
H 2.32400 1.66895 -4.49377 0.451
H 0.68949 1.02693 -4.73503 0.354
H 2.07471 0.20825 -5.47128 0.380
H 0.30012 -1.25452 -5.18934 0.481
H -0.77227 -3.48416 -4.97847 0.436
H -0.38314 -4.79241 -2.86710 0.657
H 0.99081 -3.80256 -1.10494 1.228
S 7.58618 -0.41610 0.27086 -0.666
Sb 6.20938 -2.17820 -0.07410 0.423
S 4.13128 -1.70927 1.23752 -0.358
S 4.66453 -1.54400 -1.94765 -0.413
Se -4.38114 0.27619 0.63414 -0.363
P -2.72777 1.56051 0.88922 0.866
C -3.00879 3.21539 0.18584 0.630
C -4.09045 3.41974 -0.66053 -0.602
C -4.32149 4.67597 -1.20474 -0.670
C -3.47561 5.73021 -0.89961 -0.446
C -2.39505 5.52946 -0.04995 -0.769
C -2.15941 4.27718 0.49053 -0.316
C -2.29103 1.87102 2.62879 0.728
C -3.27286 1.79100 3.60826 -0.623
C -2.96096 2.08705 4.92755 -0.597
C -1.67082 2.46262 5.27104 -0.598
C -0.68445 2.53448 4.29594 -0.827
C -0.99032 2.23678 2.97704 -0.386
C -1.17493 1.02960 0.16341 0.254
C -0.41707 -0.12913 0.28183 -1.120
N 0.77372 0.13351 -0.31531 1.343
N 0.73031 1.37400 -0.77398 -0.308
N -0.42003 1.93181 -0.50018 -0.980
P -0.68311 -1.74152 0.97132 0.184
Se 1.28994 -2.55714 1.27126 -0.036
C -1.73872 -2.68227 -0.15179 0.881
C -1.82550 -4.06131 0.03828 -0.096
C -2.62397 -4.82409 -0.79608 -0.871
C -3.32561 -4.21409 -1.83016 -0.502
C -3.22271 -2.84684 -2.03212 -0.907
C -2.42793 -2.07603 -1.19461 -0.350
C -1.53891 -1.63315 2.55638 1.087
C -2.83273 -2.10941 2.72888 -0.317
C -3.42439 -2.05470 3.98318 -0.858
C -2.72740 -1.52486 5.05735 -0.545
C -1.43613 -1.04101 4.88505 -0.747
C -0.83802 -1.10099 3.63932 -0.763
H -4.75151 2.59131 -0.88106 0.292
H -5.16574 4.82765 -1.86520 0.393
H -3.65632 6.71086 -1.32194 0.375
H -1.72866 6.34879 0.18685 0.404
H -1.30707 4.12770 1.13920 0.322
H -4.27201 1.47629 3.33083 0.384
H -3.72719 2.01672 5.68932 0.446
H -1.43007 2.69167 6.30181 0.410
H 0.32781 2.81252 4.56037 0.427
H -0.21255 2.28305 2.22378 0.572
H -1.24929 -4.53535 0.82508 0.471
H -2.68676 -5.89448 -0.64952 0.395
H -3.94448 -4.81259 -2.48728 0.361
H -3.76162 -2.37168 -2.84171 0.455
H -2.35481 -1.00856 -1.35038 0.469
H -3.38601 -2.49874 1.88582 0.584
H -4.43438 -2.42106 4.11397 0.417
H -3.19086 -1.48595 6.03554 0.416
H -0.89365 -0.62011 5.72133 0.457
H 0.17576 -0.74463 3.50190 0.409
F 4.49685 -5.52856 -1.25381 -0.357
B 3.27558 -4.95878 -1.55426 0.239
F 3.09322 -3.77566 -0.72172 0.218
F 2.20331 -5.82105 -1.25185 -0.373
F 3.19347 -4.55921 -2.89206 -0.407
```

=====

2.
A molecular structure, C36H33BF4N7P2S4SbSe2W. Source: OMol25; level of theory: ωB97M-V with the def2-TZVPD basis set.

Computed properties:
total charge: -1
⟨S²⟩: 0.758
2S+1: 2

The geometry in XYZ format:
```
91
Properties=species:S:1:pos:R:3:mulliken_charge:R:1
W 0.82294 -2.50996 1.18714 1.536
C 2.22615 -0.75001 6.70420 -0.881
C 2.27044 0.47047 5.79556 -0.511
N 1.24333 0.44418 4.76585 -0.175
C 1.36968 -0.35305 3.66824 0.319
S -0.01221 -0.65320 2.72144 -0.425
N 2.55029 -0.85659 3.42521 -1.428
N 2.56501 -1.59568 2.26088 0.870
C 3.72693 -2.09915 1.96948 1.244
C 4.89767 -2.00804 2.88643 -1.828
C 3.87847 -2.64964 0.60026 -0.160
C 5.12899 -2.86329 0.05262 -0.808
C 5.24218 -2.94284 -1.33107 -0.751
C 4.10769 -2.78934 -2.09921 -0.951
C 2.87279 -2.69438 -1.46678 -0.188
N 2.75026 -2.68607 -0.14476 1.029
H 2.99688 -0.68578 7.47346 0.362
H 2.38667 -1.65821 6.12524 0.127
H 1.25790 -0.83220 7.20026 0.279
H 3.23231 0.52652 5.28843 0.278
H 2.14028 1.39211 6.36629 0.380
H 0.29188 0.58994 5.06411 0.272
H 4.55027 -2.14663 3.90813 0.277
H 5.36162 -1.02033 2.82803 0.305
H 5.63226 -2.77082 2.64849 0.590
H 5.99876 -2.92069 0.68431 0.372
H 6.21043 -3.08906 -1.78869 0.440
H 4.14564 -2.77037 -3.17827 0.453
H 1.95139 -2.64800 -2.02974 0.452
S 3.75000 -6.43106 0.43273 -0.615
Sb 2.31510 -6.11359 -1.26538 0.185
S -0.14225 -3.11004 -1.00401 -0.158
S 0.32476 -4.85226 -0.08873 -0.111
Se 1.83889 3.59161 -3.01827 -0.448
P 0.13606 2.47902 -2.46548 0.127
C -1.16653 3.54208 -1.78535 0.260
C -0.81475 4.75068 -1.19043 -0.604
C -1.79656 5.57215 -0.66039 -0.780
C -3.13373 5.20509 -0.73761 -0.626
C -3.48930 4.01052 -1.34367 -0.904
C -2.50585 3.18430 -1.86560 0.289
C -0.54216 1.61654 -3.90938 0.360
C -1.44667 2.22081 -4.77462 0.008
C -1.79864 1.59421 -5.96007 -0.712
C -1.22891 0.37687 -6.30255 -0.533
C -0.30814 -0.22011 -5.45246 -0.514
C 0.02930 0.39555 -4.25913 -0.574
C 0.48554 1.15834 -1.26317 0.786
C -0.20819 0.14059 -0.60466 -1.257
N 0.76128 -0.57366 0.01499 1.371
N 1.94513 -0.03333 -0.22394 -0.332
N 1.80365 1.00932 -0.99433 -1.126
P -1.91281 -0.25887 -0.10172 0.167
Se -1.22953 -3.20089 2.09026 -0.176
C -2.96563 -0.11851 -1.59476 0.886
C -4.19574 0.53292 -1.60890 -0.343
C -5.02869 0.45702 -2.71591 -0.559
C -4.65205 -0.28520 -3.82660 -0.806
C -3.43781 -0.95720 -3.81339 -0.705
C -2.60910 -0.88018 -2.70635 -0.385
C -2.39043 1.16759 0.93823 0.967
C -3.62791 1.08039 1.57529 -0.692
C -4.06926 2.08823 2.41868 -0.732
C -3.25527 3.18494 2.66910 -0.635
C -1.99706 3.25052 2.08818 -0.977
C -1.56696 2.24904 1.23184 0.082
H 0.22891 5.03564 -1.15515 0.269
H -1.51680 6.50629 -0.19156 0.417
H -3.89796 5.85381 -0.32949 0.404
H -4.52830 3.71514 -1.40845 0.435
H -2.78497 2.25682 -2.34234 0.441
H -1.86904 3.18754 -4.53103 0.481
H -2.51293 2.06402 -6.62314 0.403
H -1.50121 -0.10698 -7.23135 0.409
H 0.14300 -1.16755 -5.71502 0.402
H 0.75205 -0.06668 -3.59703 0.487
H -4.51047 1.12317 -0.75622 0.390
H -5.97424 0.98415 -2.70779 0.426
H -5.30101 -0.34540 -4.69020 0.382
H -3.13321 -1.55024 -4.66530 0.478
H -1.67105 -1.42469 -2.70785 -0.022
H -4.24667 0.20259 1.42675 0.538
H -5.03607 2.00334 2.89647 0.420
H -3.59346 3.97387 3.32856 0.414
H -1.34254 4.08677 2.29733 0.521
H -0.57260 2.30227 0.80663 0.446
F 3.14099 -4.56331 4.17713 -0.326
B 1.84286 -4.43687 3.82527 0.491
F 1.86915 -3.96999 2.14041 -0.402
F 1.23418 -3.35427 4.37377 -0.294
F 1.11475 -5.56277 3.87160 -0.274
```

=====

Stability check: which of them is least stable? 2.

=====

1.
2 unconnected molecules or ions with the total composition C6H8N4. Source: OMol25; level of theory: ωB97M-V with the def2-TZVPD basis set.

Computed properties:
SMILES: c1c[nH]cn1.c1c[nH]cn1
total charge: 0

The geometry in XYZ format:
```
18
Properties=species:S:1:pos:R:3:mulliken_charge:R:1
C -0.93466 -1.85303 1.32857 -0.212
C -1.39955 -2.87240 0.61295 -0.502
N -1.06198 -2.62142 -0.72052 -0.059
C -0.15936 -1.66940 -0.61740 -0.168
N -0.10476 -1.07991 0.57437 -0.476
H -1.10057 -1.57481 2.36932 0.390
H -2.06737 -3.66136 0.95888 0.362
H -1.22490 -3.08529 -1.61763 0.229
H 0.38364 -1.41693 -1.52818 0.316
C 1.36607 2.92066 -1.05051 -0.483
C 1.07829 1.57026 -0.86424 0.101
N 0.52398 1.49703 0.34207 0.151
C 0.64278 2.61856 0.96245 -0.146
N 1.03479 3.59138 0.15981 -0.608
H 1.66980 3.43705 -1.96110 0.347
H 1.09407 0.71429 -1.53890 0.086
H 0.05738 0.64251 0.65608 0.346
H 0.20236 2.84282 1.93397 0.327
```

=====

2.
2 unconnected molecules or ions with the total composition C6H8N4. Source: OMol25; level of theory: ωB97M-V with the def2-TZVPD basis set.

Computed properties:
total charge: 0

The geometry in XYZ format:
```
18
Properties=species:S:1:pos:R:3:mulliken_charge:R:1
C -0.41302 0.78785 2.88512 0.386
C -2.61307 0.01073 1.93230 -0.530
C -1.80275 -1.18686 0.39789 -0.116
C -1.21758 0.16686 1.98908 0.284
C 1.61197 0.58269 -3.15151 -0.492
C 1.98834 0.35272 -0.76538 -0.914
N 0.33139 1.25661 3.64965 -0.511
N -2.90371 -0.88963 1.02291 -0.551
N -0.74253 -0.55630 0.97220 0.068
N 1.74993 -0.03873 -2.03810 -0.109
H -3.37135 0.33880 2.62990 0.399
H -1.88729 -1.78002 -0.50993 0.370
H 0.32120 -0.53705 0.65433 0.141
H 1.65132 1.60626 -3.06516 0.277
H 1.62503 -0.07173 -4.03455 0.228
H 2.29936 1.37911 -0.48958 0.243
H 1.98406 -0.40912 0.04550 0.557
H 1.38870 -1.01218 -2.12466 0.270
```

=====

Stability check: which of them is least stable? 2.